1.
Density functional theory data (the ωB97M-V functional and the def2-TZVPD basis) for C35H28ClI2N5O4SW as an isolated structure in a non-equilibrium geometry.

- HOMO-LUMO gap (alpha / beta): 6.37 / 6.37 eV
- HOMO level (alpha / beta): -6.706 / -6.704 eV
- Net charge: 0
- DFT total energy: -93777.9511 eV

CARTESIAN COORDINATES (ANGSTROEM)
W  0.566  0.235  -0.643
C  -0.052  -3.118  -0.628
N  0.898  -2.021  -0.837
C  2.102  -2.372  -1.071
C  3.085  -1.389  -1.312
C  4.405  -1.487  -1.719
C  4.837  -0.172  -1.928
C  3.754  0.650  -1.637
N  2.693  -0.078  -1.234
C  -0.960  -3.341  -1.818
C  -1.942  -2.421  -2.174
C  -2.764  -2.655  -3.266
C  -2.622  -3.817  -4.013
C  -1.642  -4.735  -3.671
C  -0.813  -4.492  -2.583
H  -0.629  -2.906  0.265
H  0.507  -4.038  -0.454
H  2.372  -3.424  -1.121
H  4.962  -2.403  -1.861
H  5.804  0.157  -2.276
H  3.715  1.722  -1.727
H  -2.040  -1.505  -1.613
H  -3.516  -1.924  -3.538
H  -3.270  -4.002  -4.862
H  -1.516  -5.640  -4.254
H  -0.040  -5.210  -2.326
C  4.396  -0.297  3.263
N  4.220  0.846  2.386
C  5.084  1.920  2.248
C  4.537  2.765  1.376
N  3.310  2.212  0.966
C  3.134  1.010  1.601
S  1.918  -0.121  1.528
C  2.440  2.933  0.104
C  2.533  4.319  0.161
C  1.842  5.099  -0.741
C  1.078  4.459  -1.689
C  1.012  3.084  -1.643
N  1.655  2.311  -0.752
H  5.285  -0.134  3.867
H  4.506  -1.208  2.675
H  3.525  -0.408  3.907
H  6.027  1.975  2.762
H  4.935  3.667  0.951
H  3.131  4.781  0.931
H  1.908  6.179  -0.702
H  0.528  5.004  -2.444
H  0.418  2.549  -2.368
I  0.538  0.037  -3.461
Cl  -6.694  4.539  0.010
C  -5.222  3.638  -0.136
C  -4.146  3.957  0.679
C  -2.970  3.236  0.556
C  -2.879  2.205  -0.370
C  -3.967  1.886  -1.171
C  -5.144  2.607  -1.060
C  -1.616  1.476  -0.524
O  -0.557  1.796  0.097
O  -1.457  0.510  -1.310
H  -4.236  4.755  1.403
H  -2.114  3.456  1.182
H  -3.878  1.077  -1.885
H  -5.996  2.379  -1.686
I  -4.668  -4.914  4.724
C  -3.509  -3.445  3.783
C  -3.461  -3.396  2.400
C  -2.693  -2.417  1.783
C  -1.992  -1.488  2.541
C  -2.061  -1.548  3.929
C  -2.810  -2.531  4.558
C  -1.150  -0.397  1.926
O  -0.919  0.603  2.566
O  -0.685  -0.698  0.723
H  -4.010  -4.114  1.804
H  -2.654  -2.374  0.707
H  -1.517  -0.810  4.504
H  -2.849  -2.583  5.638

Here are the Mulliken charges for atoms 1 to 8, given in e: number 1, W, carries 0.50; number 2, C, carries -1.52; number 3, N, carries 0.46; number 4, C, carries 0.06; number 5, C, carries -0.01; number 6, C, carries -1.07; number 7, C, carries -1.12; number 8, C, carries -0.64

=====

2.
Density functional theory data (the ωB97M-V functional and the def2-TZVPD basis) for C35H28FN7O3S2SeSn as an isolated structure.

- Energy above the lowest of the compared OMol25 structures with the same formula, charge and spin: 0.000 eV
- HOMO-LUMO gap: 3.88 eV
- HOMO level: -5.555 eV
- Net charge: 0
- DFT total energy: -148887.8179 eV

CARTESIAN COORDINATES (ANGSTROEM)
Sn  -2.893  0.062  -1.254
Se  -10.753  -0.582  1.955
N  -9.779  0.790  1.349
C  -8.655  0.297  0.912
C  -7.593  1.105  0.323
C  -7.704  2.488  0.198
C  -6.663  3.189  -0.362
C  -5.541  2.482  -0.788
N  -5.428  1.168  -0.683
C  -6.426  0.477  -0.127
C  -6.254  -0.985  0.014
N  -5.101  -1.510  -0.404
C  -4.906  -2.816  -0.292
C  -5.862  -3.674  0.254
C  -7.052  -3.146  0.693
C  -7.264  -1.772  0.575
C  -8.494  -1.137  1.031
N  -9.491  -1.786  1.564
H  -8.602  2.980  0.549
H  -6.697  4.264  -0.468
H  -4.682  2.995  -1.209
H  -3.945  -3.175  -0.653
H  -5.654  -4.732  0.327
H  -7.826  -3.764  1.130
S  -2.916  0.143  1.248
C  -1.635  1.309  1.594
C  -1.006  1.220  2.838
C  -0.015  2.109  3.224
C  0.368  3.123  2.355
C  -0.245  3.225  1.115
C  -1.241  2.332  0.704
S  -1.922  2.512  -0.910
H  -1.309  0.425  3.509
H  0.448  2.011  4.199
H  1.132  3.838  2.640
H  0.046  4.013  0.430
F  3.232  2.730  -0.052
C  3.081  1.402  -0.299
C  1.842  0.868  -0.500
C  1.736  -0.499  -0.762
C  0.373  -1.066  -0.904
O  -0.565  -0.302  -0.719
C  0.305  -2.472  -1.192
C  1.463  -3.167  -1.268
N  2.723  -2.649  -1.127
C  3.866  -3.519  -1.172
C  3.924  -4.562  -2.240
C  4.839  -3.375  -2.309
C  2.877  -1.304  -0.837
C  4.134  -0.732  -0.593
C  4.232  0.617  -0.322
N  5.517  1.203  -0.066
C  5.645  1.874  1.222
C  7.138  1.854  1.580
N  7.902  1.754  0.285
C  7.316  2.683  -0.739
C  5.951  2.103  -1.138
C  -1.005  -3.266  -1.381
O  -0.864  -4.485  -1.549
O  -2.061  -2.589  -1.344
H  0.936  1.466  -0.449
H  1.394  -4.231  -1.450
H  4.270  -3.780  -0.200
H  3.104  -4.597  -2.942
H  4.335  -5.524  -1.971
H  4.607  -2.620  -3.048
H  5.891  -3.514  -2.099
H  5.034  -1.330  -0.600
H  5.081  1.323  1.973
H  5.259  2.899  1.208
H  7.414  0.987  2.177
H  7.464  2.762  2.084
H  7.762  0.801  -0.060
H  8.896  1.919  0.430
H  8.001  2.758  -1.580
H  7.235  3.657  -0.261
H  6.029  1.524  -2.058
H  5.247  2.925  -1.307

Here are the Mulliken charges for atoms 1 to 8, given in e: number 1, Sn, carries 0.28; number 2, Se, carries 0.20; number 3, N, carries -0.86; number 4, C, carries 0.86; number 5, C, carries 0.71; number 6, C, carries -0.51; number 7, C, carries -0.87; number 8, C, carries -0.12

=====

3.
Density functional theory data (the ωB97M-V functional and the def2-TZVPD basis) for C35H28N2O2PbS as an isolated structure.

- Energy above the lowest of the compared OMol25 structures with the same formula, charge and spin: 0.000 eV
- HOMO-LUMO gap (alpha / beta): 7.88 / 7.50 eV
- HOMO level (alpha / beta): -10.683 / -10.992 eV
- Net charge: +1
- Spin multiplicity: 2
- DFT total energy: -59900.1460 eV

CARTESIAN COORDINATES (ANGSTROEM)
Pb  -0.208  -1.182  -1.136
O  1.829  -0.938  0.512
C  2.840  -0.029  -0.120
C  2.510  1.383  0.336
C  1.134  1.992  0.123
C  0.997  3.313  0.524
C  -0.233  3.933  0.422
C  -1.303  3.211  -0.070
C  -1.108  1.895  -0.451
C  -2.271  1.066  -0.918
C  -2.699  -0.005  0.129
O  -1.662  -0.941  0.347
C  -3.933  -0.778  -0.338
C  -4.490  -0.661  -1.605
C  -5.579  -1.447  -1.979
C  -6.120  -2.354  -1.085
C  -5.571  -2.473  0.188
C  -4.490  -1.693  0.555
C  -2.985  0.754  1.423
C  -2.039  0.790  2.438
C  -2.246  1.571  3.569
C  -3.402  2.326  3.693
C  -4.358  2.287  2.684
C  -4.151  1.504  1.559
N  0.098  1.299  -0.370
C  2.690  -0.321  -1.603
C  2.321  0.647  -2.526
C  2.127  0.302  -3.860
C  2.303  -1.009  -4.275
C  2.709  -1.975  -3.360
C  2.912  -1.630  -2.036
C  4.241  -0.414  0.333
C  5.301  0.332  -0.184
C  6.607  0.039  0.165
C  6.877  -1.017  1.028
C  5.831  -1.774  1.526
C  4.516  -1.479  1.179
H  3.251  2.052  -0.104
H  2.708  1.407  1.411
H  1.854  3.839  0.924
H  -0.357  4.962  0.733
H  -2.292  3.644  -0.139
H  -2.041  0.586  -1.878
H  -3.114  1.726  -1.119
H  -4.103  0.049  -2.324
H  -6.005  -1.338  -2.968
H  -6.971  -2.959  -1.372
H  -5.993  -3.174  0.897
H  -4.065  -1.784  1.548
H  -1.141  0.198  2.336
H  -1.503  1.583  4.357
H  -3.567  2.932  4.575
H  -5.271  2.860  2.780
H  -4.911  1.465  0.785
H  2.167  1.673  -2.220
H  1.838  1.063  -4.573
H  2.145  -1.275  -5.312
H  2.879  -2.994  -3.685
H  3.244  -2.378  -1.325
H  5.110  1.137  -0.884
H  7.416  0.630  -0.243
H  7.898  -1.249  1.302
H  6.030  -2.605  2.191
H  3.729  -2.103  1.579
N  -0.112  -4.734  0.425
C  -0.018  -3.651  0.039
H  -0.215  -5.660  0.789
S  0.744  -1.590  2.832
C  1.675  -0.835  1.823

Here are the Mulliken charges for atoms 1 to 8, given in e: number 1, Pb, carries 1.42; number 2, O, carries -0.14; number 3, C, carries 3.37; number 4, C, carries -1.89; number 5, C, carries 0.12; number 6, C, carries -1.07; number 7, C, carries -1.06; number 8, C, carries -0.66

=====

4.
Density functional theory data (the ωB97M-V functional and the def2-TZVPD basis) for C35H28N4P2PdS5Se2 as an isolated structure in a non-equilibrium geometry.

- Energy above the lowest of the compared OMol25 structures with the same formula, charge and spin: 0.482 eV
- HOMO-LUMO gap: 4.93 eV
- HOMO level: -0.977 eV
- Net charge: -2
- DFT total energy: -249638.4149 eV

CARTESIAN COORDINATES (ANGSTROEM)
Pd  -1.428  -1.922  -0.268
Se  4.754  1.846  -1.608
P  2.968  1.636  -0.520
C  1.786  2.942  -0.959
C  0.589  2.675  -1.606
C  -0.263  3.720  -1.919
C  0.070  5.020  -1.580
C  1.290  5.290  -0.979
C  2.157  4.256  -0.692
C  3.328  1.875  1.255
C  4.281  1.014  1.789
C  4.641  1.111  3.117
C  4.056  2.076  3.925
C  3.101  2.928  3.397
C  2.734  2.830  2.066
C  2.155  0.067  -0.604
C  0.915  -0.404  -0.155
N  0.894  -1.721  -0.484
N  2.028  -2.025  -1.070
N  2.797  -0.985  -1.152
P  -0.641  -0.128  0.689
Se  -3.609  -1.511  0.623
C  -0.209  -0.561  2.411
C  1.100  -0.532  2.882
C  1.397  -1.024  4.141
C  0.389  -1.538  4.941
C  -0.918  -1.567  4.478
C  -1.217  -1.091  3.215
C  -1.238  1.576  0.708
C  -2.317  1.865  -0.121
C  -2.875  3.130  -0.104
C  -2.347  4.105  0.727
C  -1.266  3.815  1.546
C  -0.722  2.544  1.558
H  0.321  1.661  -1.869
H  -1.192  3.508  -2.424
H  -0.617  5.828  -1.787
H  1.576  6.305  -0.736
H  3.132  4.451  -0.263
H  4.723  0.267  1.143
H  5.378  0.431  3.521
H  4.336  2.155  4.968
H  2.632  3.679  4.019
H  1.977  3.486  1.664
H  1.896  -0.152  2.253
H  2.425  -1.023  4.485
H  0.622  -1.929  5.924
H  -1.704  -1.981  5.095
H  -2.227  -1.157  2.824
H  -2.718  1.078  -0.753
H  -3.720  3.353  -0.742
H  -2.786  5.096  0.757
H  -0.845  4.579  2.187
H  0.091  2.294  2.227
C  -0.339  -6.297  -0.143
C  -1.178  -5.697  0.783
C  -1.767  -4.485  0.472
N  -1.524  -3.853  -0.684
C  -0.731  -4.432  -1.587
C  -0.135  -5.660  -1.360
H  0.150  -7.238  0.076
H  -1.376  -6.164  1.737
H  -2.491  -4.013  1.137
H  -0.563  -3.888  -2.514
H  0.497  -6.102  -2.115
C  -1.073  -1.674  -6.411
S  -2.508  -0.607  -6.039
C  -3.244  -1.561  -4.768
C  -2.761  -1.672  -3.500
S  -1.369  -0.914  -2.917
S  -3.684  -2.796  -2.479
C  -4.753  -3.396  -3.702
S  -5.802  -4.640  -3.463
S  -4.614  -2.566  -5.217
H  -0.448  -1.141  -7.120
H  -1.432  -2.608  -6.837
H  -0.530  -1.842  -5.485

Here are the Mulliken charges for atoms 1 to 8, given in e: number 1, Pd, carries 0.00; number 2, Se, carries -0.45; number 3, P, carries -0.05; number 4, C, carries 0.61; number 5, C, carries -0.72; number 6, C, carries -0.57; number 7, C, carries -0.53; number 8, C, carries -0.65

=====

5.
Density functional theory data (the ωB97M-V functional and the def2-TZVPD basis) for C35H28N7OPd as an isolated structure.

- Energy above the lowest of the compared OMol25 structures with the same formula, charge and spin: 0.000 eV
- HOMO-LUMO gap: 5.88 eV
- HOMO level: -9.136 eV
- Net charge: +1
- DFT total energy: -52704.9645 eV

CARTESIAN COORDINATES (ANGSTROEM)
Pd  -0.125  0.072  -0.073
C  8.768  10.387  -0.083
O  9.081  9.003  -0.002
C  8.059  8.125  0.005
C  6.715  8.479  -0.088
C  5.745  7.489  -0.079
C  6.089  6.147  0.021
C  7.441  5.807  0.120
C  8.415  6.778  0.113
C  5.027  5.139  0.022
N  3.738  5.391  -0.048
C  3.131  4.167  -0.015
C  4.057  3.153  0.074
N  5.272  3.791  0.103
C  3.702  1.771  0.169
C  4.584  0.685  0.302
C  4.083  -0.583  0.446
C  2.697  -0.777  0.465
N  1.860  0.234  0.322
C  2.332  1.491  0.153
C  1.354  2.534  -0.042
N  0.069  2.140  -0.197
C  -0.865  3.048  -0.410
C  -0.573  4.416  -0.462
C  0.726  4.833  -0.309
C  1.730  3.874  -0.107
H  9.718  10.910  -0.050
H  8.151  10.701  0.761
H  8.258  10.620  -1.020
H  6.416  9.513  -0.166
H  4.698  7.754  -0.148
H  7.753  4.773  0.213
H  9.464  6.528  0.192
H  6.181  3.364  0.119
H  5.654  0.849  0.290
H  4.737  -1.435  0.560
H  2.255  -1.752  0.618
H  -1.872  2.685  -0.561
H  -1.372  5.122  -0.636
H  1.002  5.878  -0.356
N  -3.953  -1.176  -0.782
C  -4.248  -0.240  0.183
C  -3.088  0.421  0.418
N  -2.105  -0.096  -0.404
C  -2.656  -1.068  -1.101
H  -4.597  -1.838  -1.182
H  -5.228  -0.137  0.612
H  -2.895  1.222  1.111
H  -2.151  -1.692  -1.822
C  -0.255  -3.732  3.788
C  -0.815  -2.481  3.575
C  -0.754  -1.880  2.327
C  -0.134  -2.518  1.245
C  0.482  -3.754  1.488
C  0.407  -4.352  2.737
N  -0.073  -1.890  -0.002
C  0.079  -2.561  -1.216
C  0.664  -1.921  -2.317
C  0.781  -2.562  -3.544
C  0.313  -3.855  -3.715
C  -0.302  -4.488  -2.642
C  -0.428  -3.856  -1.415
H  -0.321  -4.209  4.755
H  -1.304  -1.966  4.393
H  -1.196  -0.904  2.178
H  1.040  -4.234  0.695
H  0.885  -5.311  2.891
H  1.036  -0.910  -2.206
H  1.247  -2.044  -4.372
H  0.417  -4.359  -4.666
H  -0.706  -5.485  -2.763
H  -0.943  -4.353  -0.604

Here are the Mulliken charges for atoms 1 to 8, given in e: number 1, Pd, carries 0.69; number 2, C, carries -0.85; number 3, O, carries -0.45; number 4, C, carries 0.99; number 5, C, carries -0.46; number 6, C, carries -0.80; number 7, C, carries 0.37; number 8, C, carries -0.46

=====

6.
Density functional theory data (the ωB97M-V functional and the def2-TZVPD basis) for a 3-piece molecular cluster, C35H29BI2O6 overall in a non-equilibrium geometry.

- Energy above the lowest of the compared OMol25 structures with the same formula, charge and spin: 1.732 eV
- HOMO-LUMO gap: 8.54 eV
- HOMO level: -9.611 eV
- Net charge: 0
- DFT total energy: -65927.4271 eV

CARTESIAN COORDINATES (ANGSTROEM)
C  -2.480  0.722  -1.863
C  -1.414  -0.336  -2.360
O  -0.676  -0.016  -3.301
O  -1.225  -1.614  -1.758
C  -2.047  -2.601  -2.478
C  -3.308  -2.928  -1.532
B  -4.593  -3.504  -2.328
C  -5.811  -2.635  -2.953
I  -5.171  -1.501  -4.738
C  -6.611  -1.729  -1.907
C  -6.267  -0.170  -1.948
I  -6.457  -2.388  0.162
H  -2.029  1.630  -1.371
H  -3.095  1.022  -2.772
H  -3.203  0.156  -1.187
H  -2.341  -2.211  -3.501
H  -1.383  -3.525  -2.543
H  -3.548  -2.067  -0.821
H  -2.955  -3.773  -0.845
H  -4.621  -4.687  -2.504
H  -6.571  -3.382  -3.364
H  -7.712  -1.815  -2.191
H  -6.555  0.257  -0.930
H  -5.187  0.067  -2.159
H  -6.991  0.304  -2.686
O  2.055  -1.822  5.581
C  1.278  -1.804  4.643
C  1.736  -2.150  3.278
C  3.065  -2.520  3.069
C  3.493  -2.884  1.798
C  2.596  -2.882  0.732
C  1.277  -2.499  0.934
C  0.845  -2.125  2.204
C  -0.560  -1.698  2.402
O  -1.325  -1.620  1.453
C  -1.023  -1.372  3.770
C  -2.353  -1.004  3.977
C  -2.805  -0.728  5.261
C  -1.933  -0.819  6.343
C  -0.604  -1.171  6.139
C  -0.144  -1.443  4.852
H  3.765  -2.528  3.897
H  4.525  -3.175  1.638
H  2.927  -3.179  -0.257
H  0.583  -2.494  0.099
H  -3.037  -0.936  3.138
H  -3.840  -0.446  5.420
H  -2.290  -0.612  7.346
H  0.070  -1.237  6.986
O  4.418  4.681  0.962
C  4.183  4.069  -0.064
C  4.937  4.364  -1.306
C  5.938  5.335  -1.289
C  6.677  5.590  -2.437
C  6.421  4.877  -3.606
C  5.414  3.921  -3.631
C  4.665  3.666  -2.483
C  3.581  2.656  -2.526
O  3.308  2.087  -3.567
C  2.841  2.348  -1.281
C  1.842  1.375  -1.293
C  1.167  1.055  -0.132
C  1.480  1.702  1.061
C  2.465  2.683  1.082
C  3.145  3.012  -0.092
H  6.144  5.890  -0.381
H  7.457  6.343  -2.421
H  7.007  5.068  -4.498
H  5.215  3.371  -4.545
H  1.590  0.858  -2.213
H  0.395  0.292  -0.153
H  0.955  1.442  1.975
H  2.704  3.186  2.012

Here are the Mulliken charges for atoms 1 to 8, given in e: number 1, C, carries -0.81; number 2, C, carries 0.72; number 3, O, carries -0.58; number 4, O, carries -0.11; number 5, C, carries -0.64; number 6, C, carries 0.16; number 7, B, carries 0.30; number 8, C, carries -0.57